Entry 1:
The following is a DFT calculation (ωB97M-V/def2-TZVPD) of C42H38N7O2PTa as an isolated structure.

XYZ file:
```
91
Properties=species:S:1:pos:R:3:forces:R:3
Ta 0.966 -19.151 11.460 0.52 -1.73 -1.13
C 4.937 -22.461 15.859 0.24 -0.36 -0.15
C 4.151 -21.980 14.682 -0.23 -0.44 0.23
C 3.053 -22.737 14.219 -0.41 -0.10 -0.10
C 2.306 -22.349 13.110 0.42 -0.16 0.05
C 2.672 -21.185 12.411 1.24 -0.09 1.18
N 2.069 -20.900 11.177 -2.61 3.38 0.16
C 2.442 -21.580 10.042 0.67 -1.67 -2.51
C 3.694 -22.235 10.016 -0.61 -0.23 0.51
C 3.985 -23.205 9.076 0.23 -0.28 -0.05
C 3.090 -23.516 8.027 0.43 0.16 -0.65
C 3.357 -24.653 7.057 0.41 0.15 0.15
C 1.979 -22.699 7.831 0.16 0.53 1.52
C 1.654 -21.759 8.850 0.94 -0.03 0.66
N 0.504 -20.985 8.669 -1.30 1.17 -0.10
C -0.366 -21.053 7.611 1.00 0.11 1.04
C -1.426 -20.229 7.857 0.01 0.44 1.06
C -1.183 -19.673 9.124 0.64 -0.10 -0.67
N 0.043 -20.042 9.627 -1.07 -0.82 -1.72
C 3.717 -20.375 12.954 -0.19 -0.06 0.31
C 4.487 -20.782 14.078 -1.08 0.71 -1.19
N 3.964 -19.071 12.400 -0.37 0.27 -0.86
C 5.106 -18.355 12.464 -0.18 -0.77 -0.12
C 4.989 -17.233 11.693 -0.81 0.43 -0.13
C 3.667 -17.243 11.228 0.40 -0.24 -0.09
N 3.036 -18.379 11.594 0.51 -0.10 0.93
H 4.647 -23.489 16.085 0.17 0.19 0.23
H 4.806 -21.825 16.731 -0.17 -0.01 0.14
H 6.007 -22.438 15.634 -0.07 -0.11 0.00
H 2.774 -23.670 14.734 0.27 0.55 -0.23
H 1.478 -22.974 12.727 0.61 0.43 0.22
H 4.349 -22.028 10.867 0.04 -0.33 -0.44
H 4.924 -23.774 9.185 -0.61 0.34 -0.20
H 3.877 -25.469 7.573 0.01 0.21 -0.20
H 3.945 -24.357 6.165 -0.18 0.00 0.64
H 2.421 -25.052 6.692 -0.27 -0.10 -0.10
H 1.323 -22.820 6.961 0.52 -0.11 0.53
H -0.185 -21.663 6.734 0.04 0.08 0.37
H -2.248 -20.064 7.180 -0.13 0.05 0.26
H -1.839 -19.011 9.662 0.17 0.12 0.12
H 5.289 -20.146 14.480 -0.48 -0.40 -0.20
H 5.952 -18.711 13.026 0.04 -0.06 -0.04
H 5.760 -16.508 11.520 -0.04 0.23 -0.01
H 3.153 -16.485 10.640 0.18 -0.27 0.28
O -2.206 -18.383 13.662 0.94 -0.02 -1.13
C -1.793 -18.198 12.540 -0.67 -0.33 0.31
O -0.900 -19.069 11.951 0.05 0.47 -0.32
C -2.316 -17.105 11.649 0.05 0.38 0.91
C -3.602 -16.670 12.006 0.34 -0.61 0.50
C -4.218 -15.646 11.323 0.23 0.32 -0.23
C -3.488 -14.951 10.344 0.10 -0.17 0.66
C -2.151 -15.256 10.105 -0.01 0.26 -0.08
C -1.562 -16.354 10.749 0.00 -0.50 -0.75
P 0.197 -16.668 10.385 0.17 -0.22 -0.38
C 0.933 -15.170 11.051 0.24 0.75 0.45
C 1.283 -14.075 10.242 -0.05 -0.63 -0.46
C 1.787 -12.920 10.832 0.07 0.35 -0.20
C 2.004 -12.843 12.208 0.04 -0.39 0.25
C 1.596 -13.920 13.032 0.03 0.73 -0.06
C 1.009 -15.035 12.456 0.33 -0.12 -0.47
C 0.467 -16.647 8.579 -0.36 -0.24 -0.56
C -0.610 -16.579 7.664 0.52 -0.23 -0.01
C -0.351 -16.581 6.282 0.13 0.09 -0.10
C 0.961 -16.755 5.794 -0.70 -0.05 0.22
C 2.013 -16.869 6.709 0.94 0.31 -0.52
C 1.777 -16.772 8.079 0.02 -0.29 0.20
H -4.012 -17.149 12.902 -0.31 0.21 -0.64
H -5.222 -15.342 11.607 0.17 0.01 -0.19
H -3.927 -14.091 9.870 -0.13 0.11 -0.23
H -1.563 -14.597 9.441 -0.37 -0.54 0.43
H 1.175 -14.120 9.135 0.09 -0.01 0.97
H 1.994 -12.077 10.161 0.11 -0.29 0.50
H 2.504 -11.963 12.641 -0.46 -0.48 -0.22
H 1.693 -13.854 14.129 -0.03 0.00 -0.72
H 0.612 -15.816 13.094 0.09 -0.12 0.07
H -1.636 -16.580 8.042 0.37 0.24 -0.32
H -1.176 -16.411 5.568 0.50 -0.34 0.53
H 1.120 -16.829 4.703 0.04 0.18 0.80
H 3.072 -16.948 6.336 -1.29 -0.04 0.46
H 2.637 -16.843 8.758 -0.44 0.10 -0.38
C 1.505 -19.859 16.709 0.56 0.02 -0.44
N 0.383 -19.594 15.785 -0.03 -0.13 -0.66
C -1.001 -19.896 16.197 -0.51 0.04 0.05
C 0.636 -19.281 14.566 0.89 0.45 0.10
N 1.027 -18.933 13.499 -0.59 -0.34 1.83
H 1.787 -20.921 16.698 -0.22 0.26 -0.02
H 1.230 -19.546 17.711 -0.12 0.05 -0.05
H 2.329 -19.251 16.336 0.18 -0.15 0.34
H -1.151 -20.982 16.213 0.07 0.26 0.06
H -1.637 -19.434 15.440 -0.21 -0.19 0.36
H -1.195 -19.467 17.195 0.21 -0.15 -0.53
```
Positions in Å, forces in eV/Å.

Its charge is +3. As for the gap between HOMO and LUMO (alpha / beta): 5.59 / 5.59 eV. Its HOMO energy (alpha / beta) is -15.23 / -15.23 eV. The largest force on an atom is 4.3 eV Å⁻¹.



Entry 2:
The following is a DFT calculation (ωB97M-V/def2-TZVPD) of C42H38N7OPRbS3 as an isolated structure.

XYZ file:
```
93
Properties=species:S:1:pos:R:3:forces:R:3
Rb 0.242 0.473 0.018 -0.32 -0.90 1.21
C -3.506 -1.292 2.936 -0.02 -0.05 -0.07
C -2.995 -1.884 1.650 0.06 -0.01 0.04
C -3.408 -1.362 0.425 -0.06 0.03 0.02
C -2.974 -1.914 -0.769 -0.07 -0.03 -0.02
C -2.118 -3.008 -0.763 -0.02 -0.03 0.09
C -1.699 -3.535 0.450 0.05 -0.03 -0.08
C -2.129 -2.972 1.645 0.00 0.03 0.02
H -3.418 -0.205 2.924 0.00 -0.02 0.03
H -2.959 -1.685 3.793 -0.04 0.02 0.01
H -4.562 -1.541 3.069 0.00 0.04 0.03
H -4.083 -0.513 0.420 0.07 0.04 -0.02
H -3.314 -1.495 -1.708 0.08 0.04 0.00
H -1.779 -3.442 -1.694 -0.01 -0.02 -0.01
H -1.036 -4.393 0.465 0.01 0.02 0.01
H -1.789 -3.393 2.586 -0.02 0.02 0.01
C -0.226 -0.355 3.995 -0.04 -0.05 -0.01
C 1.185 -0.661 3.630 0.38 -0.25 0.54
N 1.711 -0.502 2.468 -0.17 0.04 -0.35
C 3.058 -0.782 2.444 -0.02 -0.10 0.46
C 3.557 -1.225 3.632 -0.07 0.00 0.05
S 2.326 -1.247 4.826 -0.14 0.13 -0.38
C 3.823 -0.453 1.243 0.38 0.08 -0.25
C 5.171 -0.564 1.078 0.04 0.07 -0.11
S 5.643 0.122 -0.420 -0.37 0.11 0.14
C 3.972 0.511 -0.751 0.61 -0.11 0.09
N 3.171 0.140 0.189 -0.23 0.11 -0.06
C 3.569 1.255 -1.978 -0.06 0.08 0.06
H -0.731 0.122 3.157 0.00 0.01 0.00
H -0.255 0.332 4.841 -0.02 0.02 -0.02
H -0.764 -1.261 4.278 0.01 0.02 -0.04
H 4.573 -1.482 3.884 0.00 0.03 -0.05
H 5.909 -0.963 1.755 -0.07 0.00 0.05
H 4.297 1.129 -2.778 -0.01 -0.01 -0.01
H 3.479 2.318 -1.748 0.00 0.00 -0.01
H 2.595 0.910 -2.322 0.02 0.05 -0.03
O 0.139 2.131 -1.787 0.76 0.81 -1.18
C -0.316 1.494 -2.738 -1.41 -0.07 0.50
C 0.219 1.156 -4.009 0.59 -0.10 -0.92
C 0.323 2.152 -5.024 0.06 -0.12 0.37
C 0.572 1.807 -6.327 0.04 -0.11 -0.15
C 0.737 0.466 -6.700 0.03 0.04 -0.03
C 0.637 -0.521 -5.735 -0.01 0.06 -0.05
C 0.368 -0.211 -4.404 0.05 0.36 0.27
P 0.077 -1.420 -3.090 0.21 -0.34 -0.29
C 1.748 -1.906 -2.483 -0.20 0.08 0.02
C 2.934 -1.681 -3.176 -0.01 -0.08 0.00
C 4.142 -2.115 -2.649 0.00 -0.05 -0.06
C 4.180 -2.766 -1.423 -0.07 -0.10 -0.03
C 3.003 -2.990 -0.723 0.06 -0.09 0.01
C 1.795 -2.560 -1.252 0.01 -0.01 -0.06
C -0.317 -2.925 -4.095 -0.05 0.14 0.08
C 0.567 -3.952 -4.417 -0.07 -0.01 0.06
C 0.156 -5.010 -5.218 -0.01 -0.03 -0.02
C -1.144 -5.062 -5.698 -0.01 -0.05 -0.06
C -2.041 -4.056 -5.368 -0.01 0.05 0.02
C -1.627 -3.000 -4.572 0.01 0.02 0.01
H 0.188 3.190 -4.740 0.02 0.01 -0.03
H 0.654 2.582 -7.081 0.00 0.02 0.02
H 0.940 0.205 -7.731 -0.02 0.00 0.01
H 0.752 -1.559 -6.027 -0.01 -0.03 0.02
H 2.901 -1.160 -4.127 0.02 -0.01 0.00
H 5.064 -1.944 -3.192 -0.01 0.04 0.00
H 5.128 -3.086 -1.010 -0.02 0.00 0.00
H 3.029 -3.487 0.239 -0.01 0.02 0.00
H 0.870 -2.739 -0.712 0.02 0.02 0.05
H 1.582 -3.936 -4.043 0.05 0.06 0.01
H 0.856 -5.796 -5.473 0.01 0.01 0.02
H -1.458 -5.884 -6.329 0.00 -0.01 0.03
H -3.062 -4.095 -5.726 0.01 0.01 -0.01
H -2.322 -2.207 -4.317 -0.02 -0.01 -0.02
N 1.164 2.422 1.905 0.14 0.29 0.13
C 1.965 3.212 2.192 -0.14 -0.30 0.01
C 2.903 4.187 2.531 0.04 0.12 -0.06
C 2.676 5.505 2.089 -0.04 0.21 -0.07
N 2.459 6.578 1.715 0.01 -0.04 0.00
C 4.050 3.863 3.277 0.15 -0.11 0.12
N 4.992 3.592 3.893 -0.02 -0.01 -0.02
C -3.395 2.754 -1.349 -0.08 -0.03 0.03
N -2.579 3.669 -0.584 0.37 -0.19 0.25
C -1.604 4.514 -1.275 -0.08 0.09 -0.11
C -0.540 4.802 -0.205 0.03 0.04 0.01
N -1.101 4.155 0.977 0.08 0.07 -0.15
C -2.169 3.393 0.682 -0.07 0.41 -0.42
S -2.897 2.337 1.749 -0.10 -0.45 0.18
H -3.913 3.303 -2.137 -0.01 0.01 0.01
H -4.124 2.303 -0.680 -0.05 0.01 -0.01
H -2.781 1.968 -1.805 0.01 0.07 -0.04
H -2.086 5.426 -1.634 -0.02 0.00 0.03
H -1.181 3.979 -2.126 -0.07 0.05 0.07
H -0.399 5.868 -0.026 0.00 -0.01 -0.02
H 0.423 4.363 -0.470 -0.02 -0.04 0.02
H -0.498 3.867 1.730 -0.09 -0.06 0.10
```
Positions in Å, forces in eV/Å.

Its charge is -1. As for the gap between HOMO and LUMO: 5.19 eV. Its HOMO energy is -3.38 eV. The largest force on an atom is 1.6 eV Å⁻¹.



Entry 3:
The following is a DFT calculation (ωB97M-V/def2-TZVPD) of C42H39BiClIN7O4 as an isolated structure.

XYZ file:
```
95
Properties=species:S:1:pos:R:3:forces:R:3
Bi -0.863 -0.307 0.173 -0.30 0.38 0.11
C 1.378 6.805 2.161 -0.05 -0.12 0.05
C 1.228 5.379 1.692 -0.06 0.08 0.12
C 1.673 4.956 0.471 0.02 0.04 -0.18
C 1.550 3.607 0.063 0.00 0.02 0.18
C 1.873 3.213 -1.257 -0.11 0.06 -0.21
N 1.728 1.981 -1.644 0.19 0.00 -0.59
C 1.786 1.386 -2.980 0.09 -0.05 0.07
C 1.773 -0.136 -2.825 0.49 0.11 0.41
C 3.040 -0.826 -2.296 0.00 0.15 -0.12
N 3.862 -0.071 -1.333 -0.32 -0.02 -0.15
C 4.226 -0.334 -0.097 0.01 0.02 0.02
C 3.707 -1.155 0.911 -0.01 -0.09 0.00
C 4.613 -1.421 1.982 0.08 0.06 -0.02
C 4.261 -2.128 3.088 -0.01 -0.09 0.13
C 5.228 -2.476 4.193 -0.09 0.03 -0.08
C 2.893 -2.477 3.196 0.01 0.00 -0.01
C 1.931 -2.158 2.264 0.05 -0.13 0.00
C 0.552 -2.363 2.722 -0.23 0.02 0.02
N -0.542 -1.845 2.314 0.15 -0.18 0.24
C -1.667 -1.955 3.264 0.20 0.15 0.01
C -1.675 -0.767 4.237 0.03 -0.01 -0.21
C -1.995 0.590 3.611 0.13 -0.01 -0.20
N -0.928 1.111 2.757 -0.06 -0.14 -0.16
C -0.532 2.295 2.979 -0.04 0.00 0.03
C 0.375 3.112 2.152 0.01 -0.22 -0.06
C 0.546 4.433 2.493 -0.03 0.13 0.02
C 0.993 2.628 0.951 -0.01 0.21 0.03
O 1.045 1.390 0.650 -0.42 -0.36 0.29
C 2.322 -1.572 0.991 0.09 0.14 0.25
O 1.506 -1.399 0.063 0.18 0.22 0.01
H 1.889 7.413 1.417 -0.01 -0.01 -0.01
H 1.955 6.853 3.088 -0.01 0.00 -0.05
H 0.406 7.260 2.362 0.03 -0.01 -0.02
H 2.118 5.672 -0.219 -0.01 -0.08 0.07
H 2.188 3.956 -1.988 0.03 -0.03 0.04
H 1.391 1.388 -0.866 0.15 -0.15 0.21
H 2.645 1.762 -3.541 0.07 0.02 0.07
H 0.885 1.668 -3.527 0.01 0.04 -0.01
H 1.544 -0.589 -3.789 0.00 0.01 -0.01
H 0.947 -0.373 -2.155 0.49 0.12 -0.12
H 3.713 -1.025 -3.131 0.08 -0.04 -0.03
H 2.767 -1.772 -1.844 0.02 -0.03 0.06
H 4.402 0.664 -1.759 0.08 0.06 -0.10
H 5.114 0.222 0.190 0.00 0.01 0.01
H 5.635 -1.058 1.888 -0.09 -0.04 -0.01
H 6.234 -2.122 3.965 -0.07 -0.01 -0.01
H 5.278 -3.556 4.342 0.01 0.03 -0.01
H 4.920 -2.028 5.141 0.01 -0.02 -0.04
H 2.575 -2.985 4.104 -0.02 0.06 -0.02
H 0.503 -2.978 3.629 0.09 0.05 0.11
H -1.582 -2.881 3.843 -0.02 -0.04 -0.03
H -2.616 -1.977 2.729 0.03 -0.03 -0.15
H -0.710 -0.719 4.747 -0.01 0.01 0.05
H -2.439 -0.963 4.994 0.03 -0.04 -0.01
H -2.251 1.298 4.406 0.03 0.09 0.05
H -2.883 0.489 2.973 0.04 0.02 0.03
H -0.958 2.845 3.828 0.04 0.05 0.06
H 0.100 4.781 3.423 0.01 -0.02 -0.06
Cl -0.442 -4.224 -6.074 0.00 0.02 0.01
C -0.656 -2.989 -4.871 0.03 0.00 -0.14
C -0.998 -1.727 -5.257 -0.01 0.06 -0.06
C -1.158 -0.709 -4.301 -0.08 0.14 0.41
I -1.628 1.231 -4.904 -0.10 -0.10 -0.07
C -0.997 -0.927 -2.937 -0.61 -0.07 -0.34
O -1.111 0.033 -2.054 0.06 -0.23 0.11
C -0.661 -2.272 -2.546 -0.07 -0.11 0.17
N -0.499 -2.502 -1.211 -0.13 -0.15 -0.41
C -0.114 -3.690 -0.804 -0.18 0.23 -0.09
C 0.112 -4.758 -1.686 0.02 -0.10 0.02
C -0.072 -4.563 -3.024 0.01 -0.03 -0.06
C -0.466 -3.295 -3.505 0.02 0.00 0.23
H -1.138 -1.507 -6.308 0.00 0.01 0.05
H 0.020 -3.820 0.264 0.02 0.04 0.01
H 0.426 -5.720 -1.301 -0.02 0.06 0.00
H 0.091 -5.368 -3.729 -0.01 0.02 0.01
O -2.292 1.403 0.232 0.00 -0.15 -0.20
C -3.216 1.634 -0.688 0.12 0.07 0.10
C -3.363 2.932 -1.211 0.11 0.02 0.06
C -4.311 3.221 -2.167 -0.03 -0.03 -0.03
C -5.162 2.223 -2.651 0.03 0.03 0.02
C -5.044 0.949 -2.141 -0.04 -0.06 -0.01
C -4.096 0.640 -1.156 -0.02 -0.10 0.04
C -4.032 -0.718 -0.625 0.15 -0.23 0.05
N -2.982 -1.359 -0.107 -0.34 -0.14 0.09
C -3.388 -2.655 0.183 0.29 0.21 -0.02
C -4.689 -2.799 -0.150 -0.17 0.08 -0.07
N -5.079 -1.573 -0.649 -0.06 -0.05 -0.03
H -2.688 3.696 -0.837 -0.06 -0.06 -0.03
H -4.389 4.230 -2.556 0.00 -0.05 0.02
H -5.892 2.440 -3.419 0.04 0.00 0.03
H -5.678 0.163 -2.544 0.04 0.05 0.04
H -2.708 -3.392 0.582 -0.06 0.11 -0.01
H -5.358 -3.642 -0.081 0.05 0.11 -0.02
H -6.000 -1.326 -0.965 -0.03 -0.01 0.01
```
Positions in Å, forces in eV/Å.

Its charge is +1. As for the gap between HOMO and LUMO: 6.76 eV. Its HOMO energy is -9.67 eV. The largest force on an atom is 0.7 eV Å⁻¹.



Number 3 is which compound?
C42H39BiClIN7O4



Which of these has the highest charge?
C42H38N7O2PTa



Look up the charge of the first one.
+3